This record from OMol25 describes a cluster of 2 separate species, C11H11N3S in total at a distorted geometry. The level of theory is the ωB97M-V functional and the def2-TZVPD basis.

Output
HOMO energy = -8.79 eV
Spin multiplicity = 1
Lowest unoccupied orbital energy = -0.57 eV
Kohn-Sham gap = 8.23 eV
E = -26883.8768 eV
ΔE to the lowest compared entry with this formula, charge and spin = 542.79 kJ/mol
Max |F| = 5.80 eV/Å
Total charge = 0

Geometry as XYZ:
```
26
C11H11N3S the ωB97M-V functional and the def2-TZVPD basis
C -2.304 -3.158 -0.193
C -1.218 -2.265 -0.144
C -3.607 -2.668 -0.242
C -1.442 -0.892 -0.052
C -3.829 -1.315 -0.139
C -2.738 -0.476 0.006
C -2.554 1.847 0.096
C 1.231 2.494 -0.109
C 1.245 1.507 -1.179
C 1.808 1.148 -0.066
C 2.382 0.018 0.660
N -4.938 -0.534 -0.037
N -4.574 0.633 0.223
N -3.262 0.743 0.160
S -3.508 3.223 0.076
H -2.195 -4.285 -0.389
H -0.151 -2.566 -0.329
H -4.420 -3.544 -0.258
H -0.647 -0.287 -0.083
H 1.907 3.286 -0.303
H 0.335 2.793 0.402
H 1.107 1.308 -2.273
H -2.493 3.945 0.115
H 1.617 -0.254 1.432
H 3.282 0.251 1.256
H 2.442 -0.785 0.098
```